18
Properties=species:S:1:pos:R:3:forces:R:3:lowdin_spin:R:1 method="wB97M-V/def2-TZVPD" e_homo_ev="-6.95 / -10.04" total_charge=0 largest_force_ev_per_a=8.5 multiplicity=3 s2=2.01
O -2.459483 -0.363713 0.891121 -4.1 -2.0 4.5 0.541
O -2.233429 0.062922 -1.230725 -3.5 -0.2 -6.6 0.825
N -1.861212 -0.011539 -0.085858 8.2 1.2 1.9 0.502
N -0.667933 1.652604 0.966021 1.0 -0.3 -5.0 0.053
C -0.396500 0.388598 0.109361 -0.6 3.5 -0.2 0.048
C 0.200990 0.930733 -1.258714 -0.4 -1.9 0.2 0.005
C 0.495672 -0.641713 0.812183 0.3 -0.3 -1.1 0.014
C 1.217817 -1.628420 -0.122385 -2.4 -1.7 1.9 0.001
H 0.614914 -0.022973 -1.784306 -1.1 2.4 0.2 0.000
H -0.643092 1.429048 1.866466 -0.3 -1.4 4.9 0.001
H 1.284522 -1.342452 -1.097396 0.4 0.9 -2.5 0.000
H 2.174650 -1.960791 0.178245 1.0 -0.2 0.7 0.000
H 0.079905 2.330561 0.865412 0.0 0.0 -0.5 0.005
H 1.060457 1.538833 -0.978953 0.0 0.1 -0.2 0.000
H 0.543537 -2.518868 -0.150498 0.7 0.3 -0.1 0.000
H -0.553017 1.542284 -1.858700 1.2 -1.0 0.8 0.003
H 1.197752 -0.105252 1.414609 0.5 0.5 0.3 0.002
H -0.055555 -1.279863 1.464114 -0.8 0.1 0.8 0.000

19
Properties=species:S:1:pos:R:3:forces:R:3:lowdin_spin:R:1 method="wB97M-V/def2-TZVPD" e_homo_ev="-7.28 / -10.24" total_charge=0 largest_force_ev_per_a=2.3 multiplicity=4 s2=3.79
O 2.967564 2.309283 1.196741 -2.1 -0.5 -0.1 0.996
O 1.774619 2.029975 1.140163 2.2 0.6 0.2 1.007
C 0.704323 -0.748717 0.398333 -0.1 -0.8 -0.1 0.392
C 0.853901 -1.532404 2.671929 -0.2 -0.1 0.4 0.399
C -0.774051 0.799575 -0.930349 0.3 -0.6 0.0 0.031
C -0.070085 -0.592991 -0.857538 -0.3 0.6 -0.3 0.058
C -1.613130 0.981530 -2.191105 0.1 0.0 0.2 0.005
C 0.143328 -1.331861 1.523111 -0.4 0.0 -0.3 0.040
H -2.070978 1.968449 -2.167692 -0.1 0.0 -0.2 0.001
H 0.393055 -1.954771 3.551760 0.1 -0.1 0.1 0.027
H -1.010124 0.899709 -3.098741 0.0 0.0 0.1 0.000
H -0.836979 -1.374769 -0.944956 0.1 0.1 0.1 0.006
H 0.592819 -0.714560 -1.719682 -0.1 0.1 0.0 0.006
H -1.400633 0.904825 -0.034212 0.1 0.0 -0.2 0.001
H -0.000761 1.570341 -0.860546 -0.1 0.0 -0.1 0.001
H -2.405280 0.231894 -2.251207 0.0 0.0 0.0 0.000
H 1.770894 -0.526140 0.402378 -0.2 0.1 0.0 0.015
H 1.896870 -1.259476 2.710032 0.1 0.0 0.1 0.021
H -0.915354 -1.659888 1.461584 0.7 0.3 0.1 -0.007